Record 1
Formula: C43H35F10N3P2V
Source: OMol25
Level of theory: wB97M-V/def2-TZVPD

XYZ file:
```
94
Properties=species:S:1:pos:R:3:mulliken_spin:R:1
V -0.16136 0.50341 0.16102 2.444
P 0.85362 1.44836 -2.00675 0.178
P 2.22679 -0.20676 0.23020 0.106
F -5.81717 -0.03116 -2.51565 0.000
F -5.01378 -0.29100 -5.11533 0.000
F -3.66774 2.57478 0.03824 -0.002
F -0.71771 -1.40625 -3.67399 -0.004
F 0.12031 6.44728 -0.16302 0.000
F -2.42002 -0.97492 -5.62201 0.000
F 0.64625 4.14753 1.10910 -0.005
F -4.11713 -0.32838 -0.52777 -0.002
F -4.23808 4.92992 -1.08980 0.000
F -2.34322 6.88399 -1.25909 0.000
N -1.10964 2.02256 1.13672 -0.039
N -1.36920 -1.04850 -0.92919 0.046
N -0.91664 -0.59040 1.93693 -0.121
C 3.69778 -4.01393 2.38900 -0.001
C 4.67140 1.19058 0.46701 -0.011
C 4.95077 3.11215 1.88471 0.001
C -1.71654 2.13175 -2.67641 0.054
C -3.64604 -0.54915 -1.77053 -0.034
C -2.49344 2.96639 -4.78743 0.000
C 3.52103 -1.61643 2.29405 0.002
C -0.19216 2.31888 -4.51860 -0.008
C 2.74991 -0.44229 -1.53557 0.015
C -0.43177 1.97235 -3.18947 -0.147
C 5.47414 2.19490 0.97941 0.002
C -1.88015 -1.92934 0.12616 0.083
C -1.95303 -1.01922 -3.31720 -0.016
C -1.88534 1.64215 2.31500 0.027
C -0.54585 4.28985 0.50455 -0.018
C 2.66476 3.54084 -1.53057 0.023
C -1.21879 2.80125 -5.31389 0.001
C 4.09848 3.15714 -3.86909 0.000
C 2.66609 -2.95465 0.49361 0.008
C 2.89388 -1.69802 1.05344 0.043
C 3.01124 2.34998 -3.57909 -0.001
C -4.55465 -0.37276 -2.79668 -0.001
C -0.07320 -1.62261 2.55028 0.086
C 4.47314 4.16346 -2.98767 0.000
C -2.74234 2.63293 -3.46553 0.017
C -4.15377 -0.49268 -4.11128 0.002
C 3.06972 -4.10457 1.15432 0.005
C 3.75501 4.35217 -1.81909 0.002
C 3.92078 -2.76867 2.95670 0.002
C 1.57002 -0.18402 -2.46840 -0.010
C -2.16090 -1.19617 1.43015 0.025
C -2.28622 -0.87154 -1.95654 0.026
C -0.81327 5.49264 -0.11991 0.002
C 2.27299 2.53760 -2.40730 -0.031
C -1.20427 0.44682 2.94501 0.105
C 3.33289 1.10012 0.84786 -0.088
C -2.06623 5.72501 -0.65816 0.006
C -2.83600 -0.81850 -4.36010 0.005
C -1.47015 3.24935 0.60027 0.102
C -2.73284 3.53834 0.06702 -0.048
C -3.03148 4.73908 -0.54906 -0.005
C 2.81815 2.01533 1.75953 0.075
C 3.62555 3.02074 2.27715 0.024
H 2.74794 1.56267 -4.27485 0.001
H 0.79032 -1.15761 3.02393 0.013
H 0.28931 -2.32363 1.80308 -0.020
H -0.24237 0.75987 3.35747 0.001
H -2.85683 -0.39300 1.21615 -0.024
H 3.21158 3.73778 2.97433 0.001
H 5.57961 3.89931 2.28059 0.000
H -1.90258 2.44939 3.05904 0.002
H 4.01185 -4.91114 2.90611 0.000
H 3.13030 -1.45452 -1.67149 -0.003
H 3.57275 0.24142 -1.74950 0.003
H 1.76974 1.96286 2.03637 0.004
H 4.04079 5.12724 -1.11945 0.000
H 5.09237 0.47646 -0.23003 0.000
H 5.32463 4.79265 -3.21313 0.000
H 3.70733 -0.64887 2.74429 0.002
H 2.15127 -3.04370 -0.45689 0.000
H -0.63740 -2.17596 3.31115 0.000
H -2.79486 -2.44787 -0.17839 0.001
H 4.41142 -2.69028 3.91843 0.000
H 1.87044 -0.25106 -3.51559 -0.003
H -1.02043 3.05942 -6.34604 0.000
H -3.29064 3.35339 -5.40891 0.000
H -1.14540 -2.72287 0.31052 -0.027
H 6.50980 2.26541 0.67290 0.000
H -1.80668 0.02717 3.76238 -0.001
H 2.88889 -5.07265 0.70530 0.000
H -3.73246 2.75792 -3.04383 0.001
H -2.93258 1.41542 2.08938 -0.015
H 2.12881 3.68643 -0.61165 -0.010
H 0.79808 2.22260 -4.94174 0.001
H 0.79532 -0.92132 -2.28130 0.037
H 4.65621 2.99821 -4.78322 0.000
H -1.92094 1.85830 -1.64952 0.110
H -2.60259 -1.84608 2.19912 0.001
```

Calculated values
F_max, eV/Å: 0.52
E, eV: -121068.7297
E_HOMO (alpha / beta), eV: -6.52 / -7.41
Multiplicity: 4
HOMO-LUMO gap (alpha / beta), eV: 6.911 / 7.723

***

Record 2
Formula: C3H9N4
Source: OMol25
Level of theory: wB97M-V/def2-TZVPD

XYZ file:
```
16
Properties=species:S:1:pos:R:3:nbo_charge:R:1
N -1.46412 1.24811 0.12198 0.074
N -2.26088 0.59581 -0.39423 -0.272
N 1.39444 1.50848 0.55470 -0.735
N 1.45649 -0.06062 -1.12155 -0.744
C 0.03043 -0.42838 0.78008 -0.173
C 0.97636 0.33854 0.06010 0.464
C -0.64222 -1.62600 0.28041 -0.672
H 1.98807 2.12370 0.02219 0.414
H 1.29299 -1.00204 -1.43903 0.423
H 2.15901 0.47850 -1.60036 0.418
H -1.53266 -1.30245 -0.30061 0.237
H -3.15447 0.80832 -0.83312 0.421
H -0.02310 -2.23038 -0.38113 0.227
H -0.99879 -2.24144 1.10063 0.261
H 0.93000 1.91318 1.35140 0.425
H -0.15155 -0.12332 1.79854 0.234
```

Calculated values
F_max, eV/Å: 0.86
Total charge: +1
E, eV: -9208.7931
E_HOMO (alpha / beta), eV: -12.55 / -12.69
HOMO-LUMO gap (alpha / beta), eV: 7.571 / 8.502
ΔE to the lowest compared entry with this formula, charge and spin, kJ/mol: 272.9

***

Record 3
Formula: C28H36FeN3O7S2
Source: OMol25
Level of theory: wB97M-V/def2-TZVPD

XYZ file:
```
77
Properties=species:S:1:pos:R:3:mulliken_spin:R:1
Fe -0.96576 -1.23052 0.08135 3.803
S -3.06266 -2.83822 -0.80835 -0.014
S -2.39516 0.49038 -1.60685 -0.011
O -1.69626 -2.89482 -1.34315 0.030
O -2.56106 1.80658 -2.19675 -0.001
O -3.72416 -4.12922 -0.80785 -0.001
O 4.71264 0.48678 -3.42065 0.000
O -2.48876 0.49048 -0.14575 0.030
O -3.07536 -2.18842 0.50355 0.024
O -1.15316 -0.15522 -2.04895 0.025
N 3.30474 2.09738 -2.73585 0.000
N -0.08606 -1.41582 2.15665 -0.029
N 1.48064 -1.31792 -0.61115 0.031
C 3.78874 0.83588 -2.69875 0.000
C 0.25794 3.33328 1.28205 -0.002
C 3.73174 -1.63262 0.09915 0.001
C 0.19304 0.90098 1.84305 0.030
C -0.34426 -2.63662 2.89425 -0.008
C 0.18794 2.20688 2.27705 -0.008
C 0.85334 -3.00712 3.79515 -0.001
C 2.26374 2.62728 -1.88005 0.000
C 2.37154 -1.86712 0.20225 0.024
C -5.71856 -0.43892 -3.67935 0.000
C 3.53424 2.75308 -5.11775 0.000
C -0.01786 0.12768 4.10085 0.024
C 0.01984 -0.20372 2.72225 -0.008
C -4.04626 -1.80582 -1.92495 0.011
C 1.90184 -0.47192 -1.53905 -0.002
C -3.78406 -0.48362 -2.23435 0.002
C -4.63156 0.19148 -3.10045 0.001
C 3.94354 3.00988 -3.67015 0.000
C 0.02094 1.43618 4.54565 -0.006
C 4.17634 -0.74082 -0.85955 0.000
C 0.95564 2.88468 -2.62065 0.000
C -0.51606 -3.77152 1.86965 0.083
C -5.97636 -1.76482 -3.37575 0.000
C -0.06606 1.71888 6.01925 0.000
C -5.14276 -2.43442 -2.49495 0.001
C 3.24154 -0.11012 -1.67885 0.001
C 0.10664 2.48328 3.64065 0.009
C -1.66566 -2.57182 3.68135 -0.009
H 0.63694 -3.91082 4.35965 0.000
H -0.10466 -0.63542 4.85495 0.002
H 0.07814 2.77868 6.21565 0.000
H 0.68994 1.15598 6.56635 0.000
H 1.07864 3.65768 -3.37565 0.000
H 4.42834 -2.13882 0.75075 0.000
H 0.19014 3.20168 -1.92025 0.000
H -1.93936 -3.56432 4.03595 0.000
H -2.43106 -2.21282 2.99655 0.000
H 2.09114 1.92538 -1.06465 0.001
H -1.04436 1.42688 6.40105 0.000
H 4.01884 3.47468 -5.77275 0.000
H 1.23994 3.36908 0.80965 0.000
H 2.45714 2.82998 -5.23915 0.000
H 2.63174 3.56708 -1.44705 0.000
H 3.84904 1.75268 -5.40155 0.000
H -0.49276 3.18218 0.50725 0.000
H -1.61886 -1.90062 4.53335 0.000
H 1.72254 -3.19302 3.16975 -0.002
H 1.10394 -2.21382 4.49065 0.000
H -6.35946 0.10188 -4.35935 0.000
H 0.59354 1.97788 -3.09365 0.000
H -0.55386 -4.73572 2.37065 -0.001
H 1.12154 -0.09292 -2.18375 -0.002
H 5.02744 2.86858 -3.58535 0.000
H -1.44136 -3.63062 1.31935 -0.011
H 0.10804 3.50518 3.99165 0.001
H 0.26994 0.69208 0.77695 0.000
H 0.30004 -3.78152 1.15435 -0.004
H 0.07534 4.28998 1.77135 0.000
H -5.31706 -3.46472 -2.22725 0.000
H -6.81576 -2.27712 -3.82065 0.000
H 1.96274 -2.51392 0.96075 -0.014
H 3.69514 4.03158 -3.37645 0.000
H -4.40676 1.22728 -3.29895 0.000
H 5.22654 -0.52042 -0.98455 0.000
```

Calculated values
F_max, eV/Å: 2.36
Total charge: -1
E, eV: -104485.2528
E_HOMO (alpha / beta), eV: -4.06 / -4.08
Multiplicity: 5
HOMO-LUMO gap (alpha / beta), eV: 6.673 / 6.692
ΔE to the lowest compared entry with this formula, charge and spin, kJ/mol: 54.3

***

Record 4
Formula: C5H3N2O5S
Source: OMol25
Level of theory: wB97M-V/def2-TZVPD

XYZ file:
```
16
Properties=species:S:1:pos:R:3:nbo_charge:R:1
S -2.14703 -0.07631 0.00617 2.229
O -2.62518 0.59336 1.20678 -0.911
O -2.88305 0.01390 -1.23207 -0.899
O -0.83385 2.50736 -0.37356 -0.590
O 2.21714 -2.30263 -0.54894 -0.721
O 2.58272 -0.16559 0.05284 -0.732
N 1.30993 2.06979 0.27443 -0.842
N -1.95085 -1.72906 0.21834 -0.645
C 0.01341 1.69753 -0.08832 0.591
C -0.35837 0.30888 0.01286 -0.268
C 1.84757 -1.13455 -0.16472 0.737
C -0.68673 -2.00848 0.08276 0.114
C 0.34401 -1.01045 0.11926 -0.112
H 1.60147 3.03858 0.30423 0.381
H -0.49395 -3.17266 0.08606 0.225
H 2.06277 1.37035 0.04388 0.444
```

Calculated values
F_max, eV/Å: 7.04
Total charge: -1
E, eV: -29286.9287
E_HOMO (alpha / beta), eV: -5.91 / -5.91
HOMO-LUMO gap (alpha / beta), eV: 7.422 / 7.423

***

Record 5
Formula: C5H13NO
Source: OMol25
Level of theory: wB97M-V/def2-TZVPD

XYZ file:
```
20
Properties=species:S:1:pos:R:3:nbo_charge:R:1
O 0.63491 -2.23353 1.34358 -1.081
N -1.87144 1.85504 -0.55908 -0.461
C -0.04339 0.66877 -1.44692 0.210
C 0.76664 -0.56499 -1.31908 -0.538
C 1.99845 -0.45582 -0.27978 -0.577
C -0.36099 0.59779 2.25463 -0.890
C -1.39763 0.76845 -1.06635 -0.046
H 0.48173 1.37388 -2.09194 0.216
H -0.35123 0.93833 1.22954 0.181
H -1.25485 0.75325 2.85252 0.211
H -2.89382 1.91628 -0.59409 0.355
H 1.45767 -0.17262 0.63388 0.255
H 0.95943 -0.96813 -2.31762 0.259
H 2.70206 0.34211 -0.48284 0.198
H 0.47844 1.07937 2.77608 0.208
H 0.39642 -3.14526 1.54134 0.419
H 2.36845 -1.44466 -0.01028 0.289
H -2.03586 -0.11396 -0.94247 0.227
H -0.12632 -0.48400 2.34625 0.286
H 0.14158 -1.30962 -0.81455 0.279
```

Calculated values
F_max, eV/Å: 3.71
E, eV: -8926.0363
E_HOMO, eV: -7.27
HOMO-LUMO gap, eV: 3.553
ΔE to the lowest compared entry with this formula, charge and spin, kJ/mol: 769.4